Density functional theory data (ωB97M-V with the def2-TZVPD basis set) for C3H4O4Yb as an isolated structure in a non-equilibrium geometry.

Structure (ORCA input):
```
! wB97M-V def2-TZVPD RIJCOSX def2/J DEFGRID3
* xyz -1 2
O -0.11375 -0.06237 -2.45367
C -0.67215 -0.24802 0.96791
Yb 0.28161 2.13191 -3.45119
H -1.41459 -0.82030 1.54321
C 0.74468 -0.77641 1.20670
O -0.98401 -0.37498 -0.43064
O -0.15369 1.63032 -1.04906
H -0.72142 0.82333 1.21830
O 1.30110 -1.32295 0.08680
C -0.25848 0.37486 -1.26405
H 1.30512 0.13062 1.55542
H 0.68558 -1.48602 2.07026
*
```

Calculated values
- E: -42893.951 eV
- Largest force on an atom: 2.38 eV/Å
- ΔE to the lowest compared entry with this formula, charge and spin: 0.0 kcal/mol
- HOMO energy (alpha / beta): -2.385 / -2.382 eV
- Orbital gap (alpha / beta): 4.905 / 4.679 eV

=====

Density functional theory data (ωB97M-V with the def2-TZVPD basis set) for C3H4O5P as an isolated structure in a non-equilibrium geometry.

Structure (ORCA input):
```
! wB97M-V def2-TZVPD RIJCOSX def2/J DEFGRID3
* xyz -1 1
O -0.61517 -1.51317 -3.06612
H 0.62327 2.37372 -0.38559
H -1.96303 1.17378 1.53243
H 0.60562 -1.73371 -0.14644
O 0.25818 -1.51758 2.10736
C -1.60180 -1.01913 -2.80940
C -0.82103 0.63260 0.17660
O -2.61881 -0.60706 -2.57187
C 0.35400 1.59762 0.53563
H 0.29830 2.35914 1.34186
O 1.32267 0.58748 0.88093
P 0.23703 -0.70724 0.84619
O -2.14345 0.74247 0.73790
*
```

Calculated values
- E: -22701.951 eV
- Largest force on an atom: 4.41 eV/Å
- ΔE to the lowest compared entry with this formula, charge and spin: 70.2 kcal/mol
- HOMO energy: -2.524 eV
- Orbital gap: 5.860 eV

=====

Question: Which formula does entry 2 have?
Answer: C3H4O5P

=====

Question: What is the E in the second record?
Answer: -22701.951 eV